# 1
Formula: C5H9NO4
Source: OMol25
Level of theory: wB97M-V/def2-TZVPD

## Properties
* highest occupied orbital energy (alpha / beta): -9.0 / -9.0 eV
* frontier orbital gap (alpha / beta): 6.199 / 6.221 eV
* E_tot: -551.42249 a.u.
* molar mass: 147.1 g/mol
* E_LUMO (alpha / beta): -2.79 / -2.77 eV
* energy above the lowest of the compared OMol25 structures with the same formula, charge and spin: 7.274 eV

```
19
Properties=species:S:1:pos:R:3:forces:R:3
C -0.614596 0.907301 -2.298150 -0.593 -0.135 0.774
C -0.167343 -0.081185 1.856335 1.046 -1.197 0.482
C 2.425251 -0.124698 2.259343 1.406 -2.271 1.039
C -2.578668 -0.555571 -2.297688 -1.966 -0.944 -1.928
C 1.234457 0.052001 1.436144 -2.046 -0.557 -1.192
N 1.406948 0.203879 0.196661 2.672 1.592 -2.791
O 2.218531 0.447772 -0.622658 -0.359 -0.512 0.862
O -0.116810 1.832773 -2.865035 1.072 0.811 -0.226
O -0.272816 0.301153 -1.195464 -1.118 -0.975 0.621
O -1.787486 0.445660 -2.900806 0.495 -0.636 0.447
H -0.110542 -0.030215 2.915878 -0.894 0.406 0.907
H -0.667105 0.633006 1.298950 -1.619 1.695 -0.335
H -0.582218 -1.022482 1.534706 -0.003 -0.553 0.075
H 2.256257 -0.868095 3.151746 0.238 1.586 -1.780
H 2.865659 0.797179 2.575017 -0.213 0.832 0.643
H 3.213760 -0.503676 1.593488 -0.113 -0.389 0.416
H -2.043467 -1.438151 -1.879095 -0.326 0.860 -0.300
H -3.368743 -0.884047 -3.114998 2.046 0.163 1.076
H -3.311067 -0.112605 -1.644372 0.273 0.226 1.209
```
Positions in Å, forces in eV/Å.


# 2
Formula: C7H7LaO6S
Source: OMol25
Level of theory: wB97M-V/def2-TZVPD

## Properties
* highest occupied orbital energy: -15.8 eV
* total charge: +2
* frontier orbital gap: 7.118 eV
* E_tot: -1151.46818 a.u.
* molar mass: 358.1 g/mol
* E_LUMO: -8.70 eV
* energy above the lowest of the compared OMol25 structures with the same formula, charge and spin: 1.438 eV

```
22
Properties=species:S:1:pos:R:3:forces:R:3
O -0.264952 2.975150 -3.725564 -1.303 1.637 -0.915
C -0.899918 3.790648 -4.229358 1.307 -1.545 0.899
La -1.249697 -0.146716 -0.734363 -1.589 -3.265 2.385
O -0.233351 3.420612 -0.332407 -1.291 -4.366 -0.004
C -0.578247 2.317990 -0.340054 1.765 5.567 0.521
C 0.450421 0.315284 -2.321789 -0.857 0.157 -0.419
O 0.382393 -0.989114 -1.972812 -0.640 0.402 -0.308
C 1.548997 1.062898 -2.086585 2.038 2.859 -1.251
O 2.489689 1.763718 -2.154194 -2.465 -2.142 0.559
C -2.753375 1.818480 -1.762275 -3.219 4.084 -2.731
O -3.321630 2.686178 -2.261165 2.188 -3.325 2.026
H -0.652215 0.870714 -2.445964 3.632 0.129 -1.699
C -0.169243 -1.572756 3.555289 -0.112 0.207 0.131
S 0.896359 -1.054928 2.205561 -0.761 -0.621 -0.300
C 1.327499 -2.688788 1.583933 0.133 0.015 -0.090
O -0.148309 -0.559366 1.125931 0.687 -0.271 1.164
H 0.472352 -1.975714 4.344688 -0.031 0.047 -0.093
H -0.884846 -2.332722 3.216150 0.264 0.226 -0.010
H -0.691227 -0.686214 3.934855 0.194 -0.184 -0.084
H 2.066010 -3.113778 2.272920 -0.098 0.069 -0.105
H 0.436072 -3.327724 1.536675 0.204 0.263 0.059
H 1.777228 -2.573848 0.590537 -0.044 0.055 0.264
```
Positions in Å, forces in eV/Å.


# 3
Formula: C2H7BO3
Source: OMol25
Level of theory: wB97M-V/def2-TZVPD

## Properties
* highest occupied orbital energy: -9.4 eV
* frontier orbital gap: 9.730 eV
* E_tot: -331.03589 a.u.
* molar mass: 89.9 g/mol
* SMILES: COCB(O)O
* E_LUMO: 0.28 eV
* energy above the lowest of the compared OMol25 structures with the same formula, charge and spin: 2.241 eV

```
13
Properties=species:S:1:pos:R:3:forces:R:3
B -0.333163 -0.414187 -1.380218 0.121 0.466 0.807
C 0.647544 0.374847 2.168932 0.011 0.115 0.105
C -0.162451 0.425935 -0.029652 -3.434 1.191 0.466
O 0.312716 -1.591800 -1.490586 0.456 -0.685 0.207
O -1.108876 0.119428 -2.352619 -0.494 0.503 -0.373
O 0.246435 -0.359842 1.047303 0.077 -0.285 -0.252
H 0.907401 -0.348645 2.938641 0.028 0.067 0.066
H -0.158183 1.025873 2.535381 0.024 -0.041 -0.030
H 1.524706 0.994689 1.941376 -0.044 0.007 0.038
H 0.485656 1.297744 -0.160480 0.072 0.084 -0.098
H -1.342329 0.961406 0.236661 3.185 -1.368 -0.746
H 0.186232 -2.097728 -2.294398 -0.058 0.002 -0.125
H -1.205689 -0.387719 -3.160340 0.059 -0.056 -0.065
```
Positions in Å, forces in eV/Å.


# 4
Formula: C39H35F5N2OPRuS2
Source: OMol25
Level of theory: wB97M-V/def2-TZVPD

## Properties
* highest occupied orbital energy (alpha / beta): -10.6 / -10.6 eV
* total charge: +1
* frontier orbital gap (alpha / beta): 5.637 / 5.644 eV
* E_tot: -3423.61404 a.u.
* molar mass: 838.9 g/mol
* E_LUMO (alpha / beta): -4.94 / -4.94 eV

```
86
Properties=species:S:1:pos:R:3:forces:R:3
Ru -0.657018 0.745818 -0.538939 -0.807 -1.179 0.865
C 2.528687 0.865580 -2.958966 -0.006 -0.004 -0.060
C 3.422291 0.170381 -1.968203 -0.031 -0.008 0.062
C 4.621347 -0.383229 -2.401341 -0.028 -0.006 -0.023
C 5.487685 -1.013436 -1.521349 0.026 -0.020 0.041
C 5.165683 -1.105634 -0.176629 -0.001 0.017 -0.050
C 3.975118 -0.560942 0.278051 -0.038 -0.085 0.046
C 3.099844 0.070595 -0.603082 -0.124 -0.101 -0.121
P 1.620420 0.930626 0.016244 0.495 0.199 0.084
C 1.547103 0.530459 1.800631 0.079 0.109 -0.038
C 1.252597 -0.819028 2.025034 0.087 -0.059 -0.079
C 1.076965 -1.320210 3.298949 -0.024 -0.002 0.014
C 1.174913 -0.455810 4.380566 -0.004 -0.040 -0.027
C 1.463292 0.879562 4.167008 0.052 0.018 -0.023
C 1.663426 1.406287 2.888347 -0.101 0.002 0.037
C 1.967235 2.874736 2.776234 0.025 0.079 -0.015
C 2.009416 2.645422 -0.376372 -0.257 0.167 -0.063
C 3.256723 3.245498 -0.204231 -0.034 -0.098 0.068
C 3.418554 4.579524 -0.516135 -0.013 0.075 -0.030
C 2.338129 5.313010 -1.006752 0.061 -0.001 -0.010
C 1.118911 4.703611 -1.237312 -0.060 -0.067 -0.041
C 0.951672 3.344418 -0.961886 0.207 -0.272 0.366
C -0.293399 2.615663 -1.370856 -0.540 0.250 -0.286
H 2.752290 0.532759 -3.972332 0.011 0.010 0.006
H 2.668871 1.948186 -2.924242 0.006 -0.004 -0.005
H 1.473535 0.659249 -2.768701 -0.015 0.012 0.009
H 4.879102 -0.317588 -3.451991 -0.005 0.013 0.005
H 6.416450 -1.430310 -1.888516 -0.004 -0.009 0.003
H 5.834553 -1.595319 0.517948 0.004 0.003 -0.001
H 3.726882 -0.634869 1.328789 0.029 0.022 -0.031
H 1.180165 -1.497174 1.179348 -0.051 0.018 0.003
H 0.856002 -2.369738 3.440408 0.014 0.004 0.023
H 1.029147 -0.820613 5.388773 0.003 -0.006 -0.003
H 1.545243 1.546291 5.016465 -0.012 0.008 -0.009
H 1.972037 3.323929 3.767677 -0.031 0.015 -0.010
H 1.232355 3.405872 2.169738 0.013 -0.022 -0.005
H 2.942314 3.056169 2.327800 0.016 -0.027 0.027
H 4.089903 2.668196 0.180146 -0.007 -0.002 0.020
H 4.377636 5.059362 -0.374492 0.000 -0.008 0.002
H 2.464711 6.363392 -1.234776 -0.008 -0.005 -0.002
H 0.300794 5.267667 -1.668907 -0.006 0.004 0.013
H -0.268716 2.386306 -2.444456 0.031 -0.098 0.049
H -1.167385 3.257040 -1.236798 0.002 0.044 -0.089
F -3.574642 4.853996 3.865737 -0.012 0.100 0.143
C -3.450780 4.073642 2.806494 0.037 -0.099 -0.140
C -2.244225 3.439200 2.550414 -0.129 0.054 -0.023
F -1.207949 3.603591 3.362614 0.070 0.003 0.065
C -2.149051 2.631550 1.438109 -0.521 0.209 0.002
F -0.954147 1.993084 1.224735 0.400 0.252 0.171
C -3.193372 2.413957 0.556870 0.185 -0.041 0.024
S -3.023728 1.376150 -0.837692 0.076 0.102 -0.693
C -4.394429 3.056010 0.845867 0.116 0.085 0.157
F -5.442835 2.881936 0.049164 -0.061 -0.035 -0.089
C -4.528425 3.880261 1.951571 0.199 -0.103 -0.046
F -5.679965 4.481461 2.201057 -0.057 0.029 0.014
C -3.885880 -4.699186 -0.476482 -0.046 -0.004 -0.009
C -4.290022 -3.364588 -1.086642 -0.016 0.008 0.070
N -3.857738 -2.204167 -0.280764 0.114 -0.011 -0.112
C -4.894006 -1.529812 0.511033 -0.016 -0.005 0.053
C -5.214645 -2.267086 1.801054 -0.008 -0.008 -0.008
C -2.587602 -1.833948 -0.303267 -0.199 -0.053 -0.373
S -2.029209 -0.582538 0.789726 0.820 0.153 0.108
N -1.728165 -2.534303 -1.039583 0.153 0.369 0.040
C -0.596596 -2.067737 -1.547175 -0.711 -0.071 -0.093
O -0.283116 -0.832767 -1.702633 0.441 0.116 0.052
C 0.358048 -3.072275 -2.059573 0.011 -0.166 -0.065
C 0.089840 -4.436725 -1.919714 0.040 0.102 0.029
C 1.003617 -5.370459 -2.370494 0.043 -0.007 -0.026
C 2.187129 -4.954172 -2.970866 -0.029 -0.071 0.005
C 2.450637 -3.602310 -3.126000 0.015 0.029 -0.004
C 1.536396 -2.666177 -2.674606 0.025 0.056 -0.019
H -4.306990 -5.510486 -1.070035 0.011 0.007 -0.015
H -4.264103 -4.796269 0.540449 -0.004 -0.009 -0.009
H -2.805860 -4.813020 -0.455490 0.021 0.016 0.012
H -5.374493 -3.296061 -1.150661 -0.002 0.006 -0.019
H -3.889872 -3.249325 -2.092931 0.051 -0.037 0.020
H -5.772383 -1.462069 -0.131019 -0.011 0.004 0.024
H -4.566897 -0.513908 0.710139 0.007 -0.002 0.004
H -5.582074 -3.274966 1.609510 -0.010 0.012 -0.003
H -5.988779 -1.730125 2.348587 0.009 0.012 -0.001
H -4.331029 -2.338285 2.436626 0.007 0.009 0.007
H -0.833808 -4.752726 -1.458673 -0.007 0.000 0.004
H 0.793655 -6.425657 -2.258964 0.008 -0.001 -0.002
H 2.898925 -5.688623 -3.324463 0.000 0.000 0.005
H 3.367091 -3.272632 -3.597675 -0.005 -0.015 -0.001
H 1.725993 -1.614167 -2.805213 0.031 0.060 0.017
```
Positions in Å, forces in eV/Å.


# 5
Formula: C4H11NO
Source: OMol25
Level of theory: wB97M-V/def2-TZVPD

## Properties
* highest occupied orbital energy: -10.0 eV
* frontier orbital gap: 10.794 eV
* E_tot: -288.96552 a.u.
* molar mass: 89.1 g/mol
* SMILES: CC(N)=O.CC
* E_LUMO: 0.81 eV
* energy above the lowest of the compared OMol25 structures with the same formula, charge and spin: 1.401 eV

```
17
Properties=species:S:1:pos:R:3:forces:R:3
C -1.994400 0.521055 -0.149990 -1.605 -0.077 -2.688
C -1.485152 0.124048 1.204807 -1.066 1.071 -0.007
H -2.454685 1.495743 -0.294260 0.646 0.727 0.674
H -1.124517 0.464250 -0.857595 -1.391 0.113 0.505
H -2.891893 -0.022024 -0.625443 1.535 -0.284 0.949
H -2.051363 0.515373 2.071365 -0.077 -0.693 -0.497
H -0.555497 0.628287 1.241875 1.276 0.119 0.526
H -1.353268 -0.932721 1.163156 0.189 -0.801 0.736
C 0.952168 -0.888899 -1.251224 -0.498 1.488 1.663
C 1.728441 -0.650952 0.056875 -0.100 1.469 -0.535
O 2.099400 -1.610615 0.660769 0.341 -0.075 1.111
N 1.946469 0.737967 0.439271 -1.968 -2.804 -0.466
H 0.337399 -0.033179 -1.515699 0.151 0.071 0.040
H 0.254997 -1.717281 -1.021936 0.947 -0.001 -0.882
H 2.564694 0.978030 1.140472 1.327 -0.645 2.586
H 2.306937 1.278264 -0.265793 0.104 1.477 -2.920
H 1.720267 -0.887349 -1.996647 0.190 -1.155 -0.795
```
Positions in Å, forces in eV/Å.


# 6
Formula: C2HFIN
Source: OMol25
Level of theory: wB97M-V/def2-TZVPD

## Properties
* highest occupied orbital energy: -9.6 eV
* frontier orbital gap: 8.558 eV
* E_tot: -528.98036 a.u.
* molar mass: 184.9 g/mol
* E_LUMO: -1.08 eV
* energy above the lowest of the compared OMol25 structures with the same formula, charge and spin: 2.807 eV

```
6
Properties=species:S:1:pos:R:3:forces:R:3
C -0.557849 1.765210 -0.321825 -2.621 -1.798 1.616
C -2.141353 1.394620 3.354083 -0.940 -0.507 -1.287
N 0.327651 2.224890 -0.847970 1.775 1.030 -1.146
F -1.865657 1.034372 4.531030 0.623 0.229 1.003
I -1.075064 3.091759 2.693866 0.309 0.435 0.568
H -1.374557 1.264005 0.221920 0.853 0.611 -0.753
```
Positions in Å, forces in eV/Å.